Here is C37H44AsLiNO2SSb as an isolated structure from OMol25. Energies are from ωB97M-V with the def2-TZVPD basis set.

XYZ file:
```
88
Properties=species:S:1:pos:R:3:mulliken_charge:R:1
Li -0.787 1.041 0.551 0.817
O -2.192 1.704 1.329 -1.101
N -2.306 3.020 1.583 0.440
C -3.402 3.437 2.278 -0.548
C -3.568 4.748 2.630 -0.544
C -2.603 5.688 2.258 -0.498
C -1.502 5.252 1.519 -0.807
C -1.346 3.918 1.181 0.080
S -0.016 3.366 0.281 -0.327
H -4.093 2.643 2.520 0.372
H -4.442 5.048 3.188 0.371
H -2.700 6.728 2.526 0.329
H -0.743 5.944 1.190 0.364
C 4.949 0.649 -1.682 -0.978
C 4.786 -0.657 -0.972 0.749
C 5.738 -1.651 -1.130 -0.760
C 5.641 -2.867 -0.470 -0.711
C 4.581 -3.071 0.404 -0.927
C 3.624 -2.088 0.556 -1.004
C 3.689 -0.878 -0.125 0.773
Sb 1.975 0.476 0.080 -0.065
C 1.889 0.787 -2.081 -0.112
C 1.649 -0.453 -2.685 -0.433
C 1.279 -0.569 -4.006 -1.068
C 1.105 0.578 -4.766 -0.643
C 1.360 1.815 -4.187 -0.675
C 1.758 1.941 -2.865 1.563
C 2.104 3.300 -2.348 -0.960
C 3.094 1.884 1.317 1.047
C 3.674 3.056 0.858 0.153
C 4.265 3.958 1.725 -0.893
C 4.252 3.713 3.087 -0.653
C 3.663 2.551 3.556 -0.809
C 3.093 1.627 2.693 0.585
C 2.477 0.383 3.264 -1.377
H 5.905 0.711 -2.199 0.493
H 4.879 1.465 -0.966 0.046
H 4.152 0.774 -2.414 0.158
H 6.588 -1.462 -1.775 0.394
H 6.387 -3.636 -0.622 0.380
H 4.504 -3.990 0.967 0.439
H 2.804 -2.269 1.240 0.510
H 1.793 -1.354 -2.096 0.510
H 1.128 -1.546 -4.444 0.449
H 0.797 0.510 -5.800 0.379
H 1.251 2.710 -4.786 0.365
H 1.720 4.074 -3.010 0.437
H 3.188 3.406 -2.293 0.223
H 1.681 3.458 -1.360 -0.186
H 3.651 3.285 -0.195 0.105
H 4.716 4.863 1.341 0.418
H 4.675 4.428 3.781 0.372
H 3.637 2.362 4.623 0.342
H 2.576 0.371 4.349 0.495
H 2.969 -0.504 2.862 0.174
H 1.415 0.336 3.012 0.225
C -5.157 -0.669 2.118 -1.352
As -3.324 -0.926 1.389 0.576
C -3.338 -2.873 1.801 -1.109
C -3.878 -0.888 -0.544 -1.008
C -4.671 -2.061 -0.971 0.281
C -6.063 -2.032 -1.009 -0.441
C -6.796 -3.168 -1.319 -0.554
C -6.146 -4.364 -1.607 -0.484
C -4.761 -4.398 -1.614 -0.482
C -4.034 -3.262 -1.309 -0.076
H -5.846 -1.397 1.689 0.411
H -5.517 0.333 1.888 0.327
H -5.146 -0.794 3.202 0.393
H -4.244 -3.382 1.485 0.337
H -3.259 -2.966 2.888 0.440
H -2.475 -3.372 1.374 0.138
H -2.956 -0.791 -1.121 0.347
H -4.443 0.042 -0.651 0.539
H -6.583 -1.102 -0.803 0.407
H -7.878 -3.128 -1.331 0.371
H -6.717 -5.255 -1.830 0.372
H -4.245 -5.318 -1.860 0.403
H -2.954 -3.288 -1.318 0.315
C -0.321 -4.173 -0.721 -1.361
C 0.262 -2.969 0.008 -0.008
O -0.479 -1.778 -0.187 0.211
H 0.309 -5.046 -0.562 0.447
H -0.370 -3.969 -1.791 0.323
H -1.323 -4.410 -0.372 0.239
H 1.291 -2.823 -0.343 0.010
H 0.277 -3.132 1.088 0.428
H -0.574 -1.652 -1.138 0.085
```

Summary:
E_tot in eV: -123083.2174
⟨S²⟩: 0.764
Spin multiplicity: 2
HOMO-LUMO gap (spin up / spin down) in Eh: 0.0937 / 0.2108
Total charge: -1
Energy above the lowest of the compared OMol25 structures with the same formula, charge and spin in kcal per mole: 43.0

Here is a 6-piece molecular cluster, C37H45B3ClIO3 overall from OMol25. Energies are from ωB97M-V with the def2-TZVPD basis set.

XYZ file:
```
90
Properties=species:S:1:pos:R:3:mulliken_charge:R:1
C -2.584 -0.517 -3.828 -0.668
C -1.509 -0.840 -4.864 -0.911
C -0.096 -0.787 -4.296 0.096
Cl 0.278 0.924 -3.873 -0.163
B 0.087 -1.705 -3.026 0.006
O 0.699 -2.938 -3.099 -0.486
B 0.848 -3.545 -1.892 0.449
I 0.741 -5.694 -1.725 -0.081
O 1.051 -2.844 -0.750 -0.693
B 0.479 -1.579 -0.746 0.150
C 0.731 -0.516 0.374 -1.336
C 2.103 0.179 0.342 1.450
C 2.148 1.429 -0.540 -1.257
C 3.252 -0.750 -0.042 -1.266
O -0.393 -1.306 -1.799 0.291
H -3.480 -0.101 -4.273 0.475
H -2.836 -1.427 -3.294 0.203
H -2.217 0.195 -3.100 0.039
H -1.685 -1.830 -5.278 0.333
H -1.587 -0.133 -5.682 0.389
H 0.621 -1.050 -5.061 0.519
H 0.635 -1.025 1.333 0.310
H -0.070 0.213 0.317 0.326
H 2.311 0.508 1.358 0.110
H 2.462 1.179 -1.550 0.284
H 1.196 1.946 -0.598 0.274
H 2.899 2.107 -0.142 0.311
H 4.174 -0.187 0.075 0.247
H 3.189 -1.068 -1.081 0.383
H 3.264 -1.609 0.623 0.261
C -6.669 0.702 -1.192 -0.368
C -5.485 -0.021 -1.147 -0.607
C -4.309 0.600 -0.748 -0.147
C -4.318 1.941 -0.390 -0.483
C -5.502 2.663 -0.435 -0.373
C -6.677 2.044 -0.838 -0.522
H -7.586 0.219 -1.505 0.372
H -5.478 -1.068 -1.423 0.402
H -3.383 0.039 -0.719 0.468
H -3.401 2.426 -0.080 0.421
H -5.507 3.709 -0.157 0.450
H -7.600 2.608 -0.877 0.378
C 7.344 3.533 0.598 -0.431
C 7.218 4.691 1.354 -0.406
C 6.156 4.833 2.236 -0.396
C 5.224 3.814 2.369 -0.507
C 5.352 2.656 1.615 0.352
C 6.409 2.516 0.727 -0.576
H 8.170 3.424 -0.092 0.365
H 7.948 5.483 1.254 0.361
H 6.056 5.738 2.821 0.364
H 4.397 3.923 3.059 0.382
H 4.624 1.860 1.718 0.137
H 6.505 1.614 0.136 0.364
C -3.267 6.498 -1.338 -0.466
C -3.890 5.544 -2.130 -0.393
C -3.210 4.390 -2.492 -0.483
C -1.908 4.187 -2.056 -0.225
C -1.286 5.139 -1.260 -0.513
C -1.964 6.297 -0.904 -0.371
H -3.797 7.400 -1.058 0.373
H -4.908 5.700 -2.466 0.414
H -3.695 3.646 -3.112 0.408
H -1.380 3.283 -2.335 0.475
H -0.271 4.979 -0.918 0.419
H -1.477 7.042 -0.287 0.369
C 3.622 -0.250 5.397 -0.649
C 3.508 -1.504 5.980 -0.326
C 3.983 -2.626 5.314 -0.438
C 4.581 -2.492 4.068 -0.494
C 4.701 -1.237 3.489 -0.240
C 4.217 -0.118 4.150 0.048
H 3.248 0.624 5.914 0.376
H 3.046 -1.608 6.953 0.368
H 3.887 -3.604 5.766 0.370
H 4.954 -3.366 3.550 0.381
H 5.169 -1.130 2.518 0.419
H 4.304 0.858 3.691 0.171
C -4.825 -6.451 0.428 -0.366
C -4.958 -7.430 1.402 -0.412
C -3.831 -8.051 1.921 -0.321
C -2.569 -7.688 1.472 -0.531
C -2.435 -6.706 0.500 0.055
C -3.563 -6.090 -0.024 -0.330
H -5.704 -5.968 0.021 0.363
H -5.942 -7.710 1.756 0.350
H -3.936 -8.819 2.677 0.356
H -1.690 -8.169 1.880 0.359
H -1.452 -6.418 0.148 0.042
H -3.458 -5.327 -0.786 0.396
```

Summary:
E_tot in eV: -67902.4757
HOMO-LUMO gap in Eh: 0.3461
Total charge: 0
SMILES: CC[C@@H](Cl)B1OB(I)OB(CC(C)C)O1.c1ccccc1.c1ccccc1.c1ccccc1.c1ccccc1.c1ccccc1

Number 2 is which compound? C37H45B3ClIO3